Version i
Below is a cluster of 2 separate species, CH6NS in total, with properties calculated with ωB97M-V/def2-TZVPD.

```
9
Properties=species:S:1:pos:R:3
N -2.15903 -1.38260 -0.38778
H -1.92641 -0.56121 0.16258
H -1.96622 -1.00464 -1.32075
H -1.35819 -2.02296 -0.41000
C 1.44867 1.07070 0.53802
S 1.39033 -0.00935 -1.01931
H 2.40424 1.62563 0.42190
H 0.58512 1.73164 0.48446
H 1.58149 0.55279 1.53087
```

Summary:
* Kohn-Sham gap: 6.7 eV
* net charge: -1

***

Version ii
Below is a cluster of 2 separate species, CH6NS in total, with properties calculated with ωB97M-V/def2-TZVPD.

```
9
Properties=species:S:1:pos:R:3
S -2.54182 -0.21112 -0.27622
H -3.28200 -1.12873 0.36656
C 0.91446 0.75368 -0.04519
N 0.90419 -0.65120 0.38014
H 1.91773 1.16408 0.07078
H 0.22097 1.29554 0.58784
H 0.58767 0.90392 -1.07673
H -0.08331 -0.92745 0.33512
H 1.36211 -1.19872 -0.34230
```

Summary:
* Kohn-Sham gap: 7.0 eV
* net charge: -1

***

Version iii
Below is a cluster of 3 separate species, CH6NS in total, with properties calculated with ωB97M-V/def2-TZVPD.

```
9
Properties=species:S:1:pos:R:3
N -1.11350 0.56808 -1.38202
H -1.97442 0.71984 -0.88153
H -0.49680 1.20808 -1.03418
H -0.62565 -0.29919 -0.88177
C 1.11331 -0.82231 0.60696
S -0.05433 1.16926 1.68318
H 0.42412 -1.55798 1.13869
H 0.80361 -0.63454 -0.43314
H 1.92366 -0.35124 1.18380
```

Summary:
* Kohn-Sham gap: 6.9 eV
* net charge: -1

***

Most stable pick: version ii. Distance to second place: 0.401 eV.

***

Version i
Below is a cluster of 2 separate species, C4H8N2O2 in total, with properties calculated with ωB97M-V/def2-TZVPD.

```
16
Properties=species:S:1:pos:R:3
C 1.06800 -1.25891 -0.09640
C 0.18244 1.02327 -0.44542
C 1.29366 0.18670 -0.21414
N 0.33239 2.40144 -0.41909
C -2.73161 -1.15347 0.37679
O -0.94217 0.48218 -0.64318
O 2.45038 0.77210 0.18321
N -1.75568 -0.70836 0.99755
H 3.08976 0.10065 0.45104
H 1.11095 2.76741 0.10786
H -0.53378 2.90744 -0.31727
H 0.25252 -1.39554 0.64897
H 0.64973 -1.68409 -1.01188
H 1.96900 -1.80998 0.18022
H -2.83256 -1.07586 -0.71800
H -3.60302 -1.55498 0.91974
```

Summary:
* Kohn-Sham gap: 5.5 eV

***

Version ii
Below is an isolated molecule of C4H8N2O2, with properties calculated with ωB97M-V/def2-TZVPD.

```
16
Properties=species:S:1:pos:R:3
C 0.93961 0.03712 0.43202
C -2.62937 -0.41749 -0.45293
C 1.39666 -1.13899 -0.42312
C -0.52061 0.43520 0.17202
O -1.23998 -0.61725 -0.21250
N 1.76129 1.18552 0.13526
N 2.04522 1.88024 1.12076
O -0.95627 1.54031 0.33690
H 0.97858 -0.20460 1.50830
H 2.60409 2.69193 0.82013
H -3.18691 -1.08087 0.20797
H -2.83489 -0.67047 -1.49295
H -2.89641 0.62229 -0.25780
H 2.42013 -1.39954 -0.16460
H 1.36214 -0.86454 -1.47416
H 0.75672 -1.99886 -0.25531
```

Summary:
* Kohn-Sham gap: 10.2 eV
* structure (SMILES): [H]/N=N/[C@H](C)C(=O)OC

***

Version iii
Below is an isolated molecule of C4H8N2O2, with properties calculated with ωB97M-V/def2-TZVPD.

```
16
Properties=species:S:1:pos:R:3
C -1.75928 0.08882 -0.02412
C 0.54254 0.10947 0.41198
C 1.42319 -1.11045 0.37195
C 1.35220 1.44230 0.05525
H -3.12326 0.04074 -1.54882
H -3.72941 -0.32046 0.05713
H -1.80614 0.26600 1.04438
H 0.15694 0.15937 1.45003
H 0.75351 -1.95872 0.32578
H 2.20203 -1.10046 1.26482
H 2.26309 -0.23496 -1.09919
H 0.70134 2.38275 0.30916
N -2.97598 0.12691 -0.54603
N -0.57690 0.03917 -0.60011
O 2.13463 -1.29821 -0.85498
O 2.44150 1.36774 -0.61725
```

Summary:
* Kohn-Sham gap: 9.5 eV
* structure (SMILES): N/C=N/[C@H](C=O)CO

***

Version iv
Below is an isolated molecule of C4H8N2O2, with properties calculated with ωB97M-V/def2-TZVPD.

```
16
Properties=species:S:1:pos:R:3
C -0.57179 -1.55354 0.38880
C -0.77979 0.96633 0.49462
N -1.37858 2.10137 0.02069
C 0.56259 -1.12136 -0.45910
C -0.96526 -0.25095 -0.25845
O 2.47313 0.12215 -0.82856
O 0.07708 1.06114 1.39959
N 1.67756 -0.58305 0.13145
H 3.38078 -0.12588 -0.61460
H 1.33783 0.11931 0.88260
H -1.26675 2.93631 0.57262
H -2.08251 2.05231 -0.69429
H 0.70202 -1.52336 -1.45533
H -1.65211 -0.25154 -1.09264
H -1.11052 -2.43012 0.05281
H -0.40370 -1.51912 1.45979
```

Summary:
* Kohn-Sham gap: 9.1 eV
* structure (SMILES): NC(=O)[C@@H]1C[C@@H]1NO

***

Most stable pick: version ii. Distance to second place: 0.831 eV.

***

Version i
Below is a cluster of 4 separate species, C3H13O3S in total, with properties calculated with ωB97M-V/def2-TZVPD.

```
20
Properties=species:S:1:pos:R:3
C 1.22715 -1.36812 -0.14246
C -0.05578 -2.25273 -0.12966
C -1.26200 -1.65842 -0.81181
S -0.93840 -0.94154 -2.48551
H 2.04828 -1.92012 0.31599
H 1.39272 -1.07170 -1.17274
H 1.02707 -0.48952 0.47406
H -0.24448 -2.51544 0.91749
H 0.27137 -3.16646 -0.66181
H -2.03161 -2.39996 -1.02587
H -1.65194 -0.85887 -0.18172
H -0.24453 1.84705 2.42630
H 0.43200 1.01401 3.48214
O -0.00631 1.85194 3.39427
H -0.29930 1.42215 -2.11487
H 0.61692 2.58101 -2.46142
O 0.11637 2.23035 -1.74401
H 0.05914 3.15026 1.06236
H -0.07567 2.22524 -0.04170
O -0.38100 2.32088 0.90098
```

Summary:
* Kohn-Sham gap: 6.3 eV
* net charge: -1

***

Version ii
Below is a cluster of 4 separate species, C3H13O3S in total, with properties calculated with ωB97M-V/def2-TZVPD.

```
20
Properties=species:S:1:pos:R:3
C -1.61477 0.71058 1.81030
C -0.04198 0.75116 1.58352
C 0.42951 -0.47730 0.72699
S -0.31058 0.03624 -0.96562
H -1.64909 -0.32101 2.17254
H -2.02456 1.76884 2.13490
H -2.04461 0.50704 0.82869
H 0.31605 0.84927 2.59982
H 0.36395 1.57109 0.97717
H 1.60976 -0.54053 0.91498
H 0.02958 -1.49596 1.01200
H -1.88627 -2.03528 -2.10847
H -3.16555 -1.61843 -2.70888
O -2.50877 -2.23206 -2.82170
H 1.18103 1.89758 -0.78180
H 1.60905 3.19891 -1.43781
O 2.00027 2.52053 -0.92214
H 1.82773 -1.84516 -1.12602
H 3.10697 -1.20150 -0.85429
O 2.77226 -2.04400 -1.03417
```

Summary:
* Kohn-Sham gap: 7.1 eV
* net charge: -1

***

Most stable pick: version i. Distance to second place: 1.298 eV.

***

Version i
Below is a cluster of 2 separate species, C6H14P in total, with properties calculated with ωB97M-V/def2-TZVPD.

```
21
Properties=species:S:1:pos:R:3
C 2.31050 -0.03268 -0.12005
C 1.95351 -1.05006 0.56361
C 3.72845 0.37700 -0.05126
C -1.40528 1.37389 0.93840
C -1.29473 -0.17163 -1.71786
C -2.65644 -1.00828 0.73096
P -1.11361 -0.23959 0.17093
H 1.64845 0.31163 -1.00645
H 1.80259 -1.88743 1.21134
H 4.08486 0.00870 -1.00989
H 4.38257 -0.12336 0.59849
H 3.75009 1.49410 0.11224
H -0.50470 1.98973 1.09577
H -1.80819 1.01906 1.86259
H -2.13251 1.98480 0.41408
H -2.24508 0.24318 -2.04336
H -1.16872 -1.32565 -2.14525
H -0.32804 0.38307 -2.16639
H -2.71755 -2.08760 0.38369
H -3.56686 -0.39964 0.35938
H -2.71928 -0.85923 1.81903
```

Summary:
* Kohn-Sham gap (alpha / beta): 6.6 / 6.6 eV
* net charge: +1

***

Version ii
Below is the ion C6H14P with charge +1, with properties calculated with ωB97M-V/def2-TZVPD.

```
21
Properties=species:S:1:pos:R:3
C 1.84296 -0.34440 0.43362
C 0.89046 0.00083 -0.44646
C 3.29201 -0.27537 0.13174
C -1.88433 0.05168 -1.71762
C -1.36862 -1.30819 0.83335
C -1.24812 1.66484 0.67500
P -0.83912 0.16908 -0.18474
H 1.51364 -0.69378 1.37549
H 1.26289 0.26246 -1.51002
H 3.58663 0.69923 0.50023
H 3.36819 -0.44384 -1.02830
H 3.92918 -0.95571 0.73023
H -2.73057 0.78606 -1.47224
H -1.99814 -1.06639 -1.54847
H -1.29427 0.29917 -2.58051
H -2.43647 -1.18133 1.23395
H -0.81996 -1.49071 1.66430
H -1.38644 -2.21106 0.33867
H -2.24289 1.92880 0.84522
H -0.61642 2.43795 0.05746
H -0.82061 1.67068 1.66911
```

Summary:
* Kohn-Sham gap: 11.0 eV
* net charge: +1

***

Most stable pick: version ii. Distance to second place: 3.767 eV.

***

Version i
Below is a structure of composition C2H5IS, with properties calculated with ωB97M-V/def2-TZVPD.

```
9
Properties=species:S:1:pos:R:3
C 0.44827 0.08474 -0.48949
C -0.70724 0.24099 0.42146
S -0.93109 -0.84718 1.73214
I -3.01733 -0.21306 -1.20645
H 1.33438 0.48076 0.01504
H 0.63142 -0.96053 -0.73043
H 0.30530 0.64908 -1.40693
H -1.03450 1.24123 0.66236
H -0.50149 -1.94573 1.09910
```

Summary:
* Kohn-Sham gap (alpha / beta): 7.1 / 7.1 eV

***

Version ii
Below is an isolated molecule of C2H5IS, with properties calculated with ωB97M-V/def2-TZVPD.

```
9
Properties=species:S:1:pos:R:3
C 0.26956 -0.09344 0.29169
C -0.37651 -1.15678 -0.61773
S 0.04111 1.58944 -0.47696
I 0.12341 -3.15020 0.40886
H -0.04224 -0.01090 1.35120
H 1.33779 -0.28827 0.15529
H 0.04753 -1.31215 -1.61914
H -1.55551 -1.05665 -0.62908
H 0.14121 0.97098 -1.58042
```

Summary:
* Kohn-Sham gap: 9.4 eV
* structure (SMILES): SCCI

***

Most stable pick: version ii. Distance to second place: 0.333 eV.

***

Version i
Below is the ion CHClFO3 with charge +1, with properties calculated with ωB97M-V/def2-TZVPD.

```
7
Properties=species:S:1:pos:R:3
C 0.04647 0.74563 -0.35171
O 0.13230 -2.47696 0.97660
O 0.63511 -0.37538 0.19461
O -0.32289 -1.48947 0.52234
F -0.75986 0.41232 -1.35512
Cl -0.54851 1.83247 1.00477
H 0.81737 1.35140 -0.99149
```

Summary:
* Kohn-Sham gap (alpha / beta): 8.1 / 5.9 eV
* net charge: +1

***

Version ii
Below is a cluster of 2 separate species, CHClFO3 in total, with properties calculated with ωB97M-V/def2-TZVPD.

```
7
Properties=species:S:1:pos:R:3
C -1.03783 0.03434 0.15347
O 2.55785 0.25208 -0.03231
O 0.60746 0.27881 -0.80088
O 1.49469 -0.29679 -0.18962
F -0.51729 0.27827 1.32833
Cl -1.61485 -1.44428 -0.24941
H -1.49003 0.89757 -0.20959
```

Summary:
* Kohn-Sham gap (alpha / beta): 9.7 / 9.5 eV
* net charge: +1

***

Most stable pick: version ii. Distance to second place: 0.284 eV.